1.
Density functional theory data (wB97M-V/def2-TZVPD) for a structure of composition C11H27CoI2OP2 at a distorted geometry.

Element x y z (Å)
I -0.24364 -1.18650 -5.50674
I -0.24165 1.78952 -3.11910
Co 0.09332 0.49297 -0.62553
P -2.24745 0.29408 -0.80591
C -2.96631 -0.15636 -2.53068
C -2.93622 -1.05894 0.26796
H -4.00592 -0.83621 0.43363
H -4.41693 1.20853 -0.21044
H -2.38828 -1.04507 1.21052
H -3.12180 1.71887 0.90826
H -2.53865 -1.11702 -2.86629
H -2.81848 -2.03973 -0.21672
C -3.37424 1.56478 -0.13459
H -4.06333 -0.19357 -2.45895
H -3.23098 2.50766 -0.66104
H -2.61897 0.60471 -3.26213
P 2.12216 0.25845 -0.87303
C 2.85138 0.01952 -2.60324
C 3.16682 1.47576 0.01318
H 2.32728 -1.17748 1.04926
H 3.84119 -1.07435 0.11631
H 2.46819 -2.13045 -0.43439
C 2.75480 -1.18559 0.05529
H 2.80647 1.53365 1.03248
H 4.20906 1.12148 -0.01936
H 3.94844 -0.00318 -2.51940
H 2.48260 0.83295 -3.26009
H 3.03629 2.47209 -0.45375
H 2.45175 -0.91328 -3.04518
C -0.16413 -1.04010 -1.79828
O -0.15974 -2.08898 -2.41187
C 1.61151 0.05052 3.17079
C 0.38715 -0.29012 2.20985
C -0.74327 -0.74580 3.08928
C -0.15813 0.89712 1.42895
H 1.35541 1.01145 3.70133
H 2.52892 0.20783 2.53364
H 1.72445 -0.82041 3.87801
H 0.58379 -1.14812 1.53991
H -1.07147 0.07769 3.73072
H -1.65618 -1.06310 2.54372
H -0.52405 -1.57677 3.78658
H -1.26791 0.82811 1.37511
H 0.20678 1.92340 1.74191

Properties
- DFT total energy: -86279.138 eV
- Relative energy (zero: lowest compared OMol25 entry of this formula, charge and spin): 154.9 kJ/mol
- Total charge: +2
- Kohn-Sham gap (alpha / beta): 8.39 / 5.62 eV
- 2S+1: 5

Here are the natural (NBO) charges for atoms 1 to 4, given in e: 0.25 0.09 0.60 0.90

2.
Density functional theory data (wB97M-V/def2-TZVPD) for a cluster of 3 separate species, C11H27INO7P2S3 in total at a distorted geometry.

Element x y z (Å)
C 7.15318 -1.61052 -0.31843
C 6.81474 -1.86544 -1.80006
S 5.03323 -1.57777 -2.11111
C 4.25114 -2.61682 -0.83472
P 2.71771 -3.23587 -1.58324
N 1.88585 -4.22577 -0.50341
I 3.36272 -4.52531 -3.49541
P 1.35225 -1.61089 -2.16185
O 0.49997 -2.09332 -3.21113
O 2.09609 -0.30934 -2.59337
O 0.64063 -1.28352 -0.79478
H 7.17766 -2.56844 0.18557
H 6.39239 -0.98918 0.13597
H 8.10566 -1.10727 -0.24572
H 7.31876 -1.16930 -2.45469
H 7.00715 -2.89189 -2.07402
H 4.03666 -2.05221 0.06723
H 4.88725 -3.46536 -0.60901
H 1.02737 -4.50027 -0.99066
H 1.56528 -3.61380 0.25362
H 2.26254 0.30060 -1.84813
H -0.14284 -0.75459 -1.06754
C -0.52278 1.78659 3.11045
C -1.30237 3.01055 2.61691
C -0.60383 3.52211 1.34981
S 0.17661 2.09449 0.60088
O 1.61083 2.26287 0.63137
O -0.50143 1.73305 -0.63236
C -0.28499 0.92563 1.87521
H -1.06933 1.23919 3.87636
H 0.43396 2.09813 3.53674
H -2.32970 2.71947 2.37064
H -1.34935 3.78857 3.37719
H -1.30806 3.95043 0.64042
H 0.17894 4.24365 1.57684
H 0.50906 0.19224 2.00237
H -1.20447 0.43573 1.55340
C -5.68784 -0.21064 -0.44806
C -4.88705 0.79063 -1.29258
C -4.96676 2.15082 -0.58846
S -5.18423 1.79712 1.15904
O -6.47511 2.26922 1.57393
O -3.98128 2.16988 1.87881
C -5.24845 0.01696 0.99531
H -5.50963 -1.23808 -0.76066
H -6.75582 -0.00878 -0.54796
H -3.84514 0.46774 -1.35183
H -5.26681 0.85513 -2.31039
H -4.05978 2.73535 -0.72191
H -5.82965 2.72624 -0.91690
H -5.93736 -0.38956 1.73178
H -4.24357 -0.36846 1.16858

Properties
- DFT total energy: -86847.547 eV
- Total charge: +1
- Kohn-Sham gap: 8.05 eV

Here are the natural (NBO) charges for atoms 1 to 4, given in e: -0.63 -0.49 0.21 -0.92